# 1
Density functional theory data (ωB97M-V with the def2-TZVPD basis set) for a gas-phase ion, C3H10N3 (charge +1).

Geometry (Å):
C1 -1.03753 -1.42739 -1.05235
C2 -0.93441 0.08869 -0.44846
C3 0.41585 0.80498 -0.25493
N1 0.31641 1.94355 0.48009
N2 1.38252 -0.37132 0.54919
N3 -1.15102 -1.12861 0.37281
H1 -1.97420 -1.48884 -1.66880
H2 -0.07550 -1.95001 -1.26936
H3 -1.75634 0.77096 -0.72421
H4 0.89382 1.13196 -1.24914
H5 -0.14419 1.74230 1.43012
H6 0.75912 2.76857 0.44318
H7 2.09529 -0.79955 -0.07284
H8 1.82384 0.19416 1.29614
H9 -2.03486 -1.26393 0.76613
H10 0.53615 -1.00068 0.78533

Cartesian forces (eV/Å) of the 2 atoms listed first:
C 0.39 2.79 0.62
C 0.21 -2.68 -0.83

## Properties
LUMO energy ... -3.02 eV
Charge ... +1
2S+1 ... 1
HOMO ... -14.24 eV

---

# 2
Density functional theory data (ωB97M-V with the def2-TZVPD basis set) for a single C2H6N2 molecule.

Geometry (Å):
C1 -1.20214 -0.25158 -0.07456
C2 -0.24578 0.91544 -0.02743
H1 -1.27699 -0.79596 0.95414
H2 -0.84256 -1.05694 -0.72986
H3 -2.22065 0.09828 -0.24817
H4 -0.71292 1.92951 0.00747
H5 2.65800 -0.33759 0.20361
H6 1.13578 -1.11549 0.06648
N1 1.05351 0.89344 -0.05217
N2 1.65376 -0.27911 -0.09952

Cartesian forces (eV/Å) of the 2 atoms listed first:
C 0.56 -0.99 2.14
C 0.54 0.98 -0.13

## Properties
LUMO energy ... 1.07 eV
2S+1 ... 1
HOMO ... -8.43 eV

---

# 3
Density functional theory data (ωB97M-V with the def2-TZVPD basis set) for a molecular structure, C43H57BN7O2SSeSn.

Geometry (Å):
Sn1 1.66337 0.26632 2.25514
C1 -0.10945 -1.14343 -6.48214
C2 -0.07193 0.31355 -6.05917
C3 0.86052 1.11556 -7.04768
C4 -1.50622 0.87621 -6.19119
C5 0.39238 0.50780 -4.63796
C6 -0.34336 1.21829 -3.70198
C7 0.09675 1.22825 -2.33648
Se1 -1.05341 1.89267 -0.97810
C8 -2.03672 0.38512 -0.61478
C9 -2.40821 -0.49244 -1.60032
C10 -3.51028 -1.32403 -1.36723
C11 -3.81783 -1.68544 -0.02494
C12 -3.38597 -1.02718 1.06439
C13 -2.59429 0.24812 0.78931
O1 -2.31040 1.07553 1.58131
C14 -3.60026 -1.43662 2.50815
C15 -2.20685 -1.68738 3.14435
C16 -4.46402 -0.35651 3.15555
C17 -4.37519 -2.76853 2.57156
C18 -4.40934 -1.77114 -2.53317
C19 -3.76817 -2.82572 -3.42657
C20 -4.82779 -0.59194 -3.38807
C21 -5.78858 -2.31515 -1.99824
C22 1.36545 0.69538 -1.90340
O2 1.81992 0.84367 -0.74184
C23 2.11789 0.04138 -2.96455
C24 1.62242 -0.06525 -4.21637
C25 3.54251 -0.54271 -2.48352
C26 4.55563 0.62700 -2.30613
C27 4.09757 -1.42275 -3.62284
C28 3.45811 -1.33162 -1.15456
H1 -0.45416 -1.15074 -7.48847
H2 0.87762 -1.60722 -6.42284
H3 -0.75041 -1.68217 -5.76336
H4 0.39844 1.47117 -7.97399
H5 1.23004 1.99385 -6.53751
H6 1.78917 0.49231 -7.23372
H7 -1.82082 0.81064 -7.20751
H8 -2.23399 0.30125 -5.54174
H9 -1.57428 1.90354 -5.90959
H10 -1.27432 1.67209 -4.01253
H11 -2.12686 -0.20823 -2.63297
H12 -4.55535 -2.44687 0.18764
H13 -1.47978 -0.80121 3.10673
H14 -2.32237 -1.83134 4.24187
H15 -1.72592 -2.52049 2.68308
H16 -3.91195 0.60195 3.27253
H17 -5.31918 -0.13814 2.54625
H18 -4.79081 -0.58982 4.16894
H19 -3.91095 -3.56000 2.00275
H20 -4.46761 -3.18046 3.55815
H21 -5.37755 -2.56868 2.10642
H22 -2.82084 -2.47127 -3.85736
H23 -3.50084 -3.74656 -2.87818
H24 -4.41342 -2.97183 -4.31320
H25 -3.96676 -0.12126 -3.92713
H26 -5.50555 -0.94742 -4.12604
H27 -5.29062 0.20595 -2.80910
H28 -5.68624 -3.23597 -1.44295
H29 -6.38346 -1.52786 -1.49363
H30 -6.32913 -2.57642 -2.86991
H31 2.18472 -0.48230 -5.00716
H32 4.74420 1.21710 -3.24136
H33 4.18689 1.31013 -1.57084
H34 5.59584 0.20222 -1.98294
H35 4.48372 -0.80445 -4.45216
H36 4.91296 -2.00397 -3.16506
H37 3.48698 -2.19040 -4.06330
H38 3.84818 -0.70922 -0.37290
H39 2.45301 -1.50079 -0.75726
H40 4.11575 -2.18036 -1.22283
B1 4.88369 0.07401 3.67585
N1 4.68676 1.22254 2.64661
C29 5.46647 2.28073 2.39753
C30 4.89365 2.97633 1.29446
C31 3.78994 2.20666 0.96883
N2 3.66206 1.16462 1.76772
N3 4.34084 -1.24138 2.90485
C32 4.98668 -2.42325 2.77763
C33 4.09879 -3.36571 2.26441
C34 2.87241 -2.67783 2.18055
N4 3.07757 -1.38941 2.56489
H41 5.98969 -0.16799 3.89561
H42 4.19090 0.22748 4.65710
H43 6.42602 2.45090 2.96191
H44 5.21972 3.93061 0.87053
H45 3.07028 2.29831 0.12971
H46 6.05286 -2.43845 2.93256
H47 4.33631 -4.39144 2.07976
H48 1.90826 -2.99340 1.91728
C35 -0.51760 -0.93032 6.58740
N5 -0.81503 0.31856 5.90875
C36 -2.03430 1.02247 5.98576
C37 -1.90014 2.13164 5.22058
N6 -0.60692 2.10796 4.69642
C38 0.06136 0.95380 5.14013
S1 1.68832 0.53612 4.97021
C39 -0.01249 3.17915 3.97178
C40 -0.29826 4.46521 4.38486
C41 0.29778 5.46882 3.63456
C42 1.02004 5.14398 2.53682
C43 1.14998 3.82472 2.18455
N7 0.67789 2.79282 2.88805
H49 -1.41874 -1.39420 6.94216
H50 0.19725 -0.72916 7.41457
H51 0.15398 -1.59198 5.94690
H52 -2.94654 0.68083 6.44596
H53 -2.57497 2.85014 4.83200
H54 -0.82769 4.58875 5.29957
H55 0.26367 6.47071 4.00828
H56 1.55736 5.88281 1.94947
H57 1.61356 3.51008 1.27805

Cartesian forces (eV/Å) of the 2 atoms listed first:
Sn -0.15 -0.13 -0.57
C 0.40 0.01 1.52

## Properties
LUMO energy (alpha / beta) ... -5.20 / -4.79 eV
Charge ... +1
2S+1 ... 1
HOMO (alpha / beta) ... -8.93 / -9.06 eV

---

# 4
Density functional theory data (ωB97M-V with the def2-TZVPD basis set) for 2 unconnected molecules or ions with the total composition CHNO3P.

Geometry (Å):
C1 -2.11483 0.35985 -1.34095
N1 -1.68917 -0.48352 0.70344
O1 -3.15657 -0.14177 -1.51926
O2 -1.23608 1.09728 -1.55083
O3 -0.13301 -1.39540 2.50112
P1 -0.14665 -0.83638 1.08370
H1 -2.48621 -0.98473 1.03208

Cartesian forces (eV/Å) of the 2 atoms listed first:
C -0.46 0.15 0.63
N 2.16 0.48 -2.03

## Properties
LUMO energy ... 3.93 eV
Charge ... -1
2S+1 ... 1
HOMO ... -4.32 eV

---

Strongest force on any atom in eV/A, matching the order above: 7.05 2.95 3.01 3.15